# 1
This record from OMol25 describes the ion C5H10N with charge +1. The level of theory is ωB97M-V with the def2-TZVPD basis set.

Positions of all 16 atoms, in Å:
C  1.68435  -0.66256  -0.58783
C  -0.06220  -1.00950  -0.88249
C  -0.28739  0.06850  0.14262
C  -1.46619  0.06044  1.10930
C  -1.30439  1.13661  0.05919
N  1.09862  0.47846  0.19132
H  2.22290  -1.34183  -0.01489
H  2.08373  -0.30907  -1.44511
H  -0.17890  -0.65490  -1.92971
H  -0.51459  -2.11394  -0.84297
H  -1.42200  0.13334  2.14256
H  -2.18893  -0.72998  0.68138
H  -2.01649  0.98806  -0.64785
H  -0.90118  2.05075  0.44225
H  1.36722  0.45308  1.17589
H  1.28408  1.39678  -0.18519

Orbital gap = 11.73 eV
Charge = +1
SMILES = C1CC2(CC2)[NH2+]1
Energy above the lowest of the compared OMol25 structures with the same formula, charge and spin = 2.9696 eV

# 2
This record from OMol25 describes a structure of composition C5H10N. The level of theory is ωB97M-V with the def2-TZVPD basis set.

Positions of all 16 atoms, in Å:
C  0.50043  -0.55413  0.00010
C  1.93126  -0.83277  0.01232
C  2.11664  0.64290  -0.01428
C  -1.07969  1.27692  0.00677
C  -1.78907  -1.05309  -0.00767
N  -0.67110  -0.11672  -0.00033
H  2.24377  -1.35855  0.91430
H  2.25760  -1.39248  -0.86349
H  2.16852  1.15484  -0.95528
H  2.15861  1.19458  0.90348
H  -1.61905  1.48740  0.93049
H  -1.75653  1.46097  -0.82456
H  -0.22202  1.94024  -0.06633
H  -1.43673  -2.07503  0.12322
H  -2.32300  -0.97606  -0.95642
H  -2.47967  -0.79902  0.79769

Orbital gap = 9.67 eV
Charge = +1
Energy above the lowest of the compared OMol25 structures with the same formula, charge and spin = 3.3097 eV

# 3
This record from OMol25 describes a cluster of 2 separate species, C5H10N in total. The level of theory is ωB97M-V with the def2-TZVPD basis set.

Positions of all 16 atoms, in Å:
C  -0.33263  0.00056  0.47717
C  -0.36934  -0.09859  1.78441
C  0.24102  0.09022  -0.75877
C  3.35637  -0.27434  0.24180
C  -2.39786  0.03411  -1.11723
N  -1.16287  0.63394  -0.50022
H  -1.15952  0.31710  2.37181
H  0.41064  -0.58627  2.39590
H  0.55330  -0.24372  -1.64478
H  4.18635  0.45862  0.20058
H  2.89345  -0.88865  -0.63533
H  3.07504  -0.68631  1.22017
H  -3.02799  0.87010  -1.66006
H  -2.04402  -0.79695  -1.70711
H  -3.02559  -0.43591  -0.24038
H  -1.19635  1.60608  -0.42796

Orbital gap (spin up / spin down) = 5.98 / 10.65 eV
Charge = +1
Energy above the lowest of the compared OMol25 structures with the same formula, charge and spin = 6.7894 eV

# 4
This record from OMol25 describes the ion C5H10N with charge +1. The level of theory is ωB97M-V with the def2-TZVPD basis set.

Positions of all 16 atoms, in Å:
C  -1.92297  0.76379  1.68466
N  -0.80258  1.21570  1.29359
C  0.11393  0.61409  0.40390
C  0.02240  -0.65506  0.00695
C  0.91995  -1.37812  -0.95224
C  1.46888  -0.57858  -2.13090
H  -2.41316  -0.11605  1.28396
H  -2.46866  1.27699  2.45633
H  -0.45778  2.07853  1.70775
H  0.94333  1.23106  0.09892
H  -0.67579  -1.32110  0.48629
H  1.73234  -1.77396  -0.32312
H  0.41529  -2.28739  -1.28557
H  1.38045  0.50610  -2.03383
H  0.92762  -0.80223  -3.05027
H  2.51611  -0.78571  -2.32145

Orbital gap = 8.85 eV
Charge = +1
SMILES = C=[NH+]/C=C/CC
Energy above the lowest of the compared OMol25 structures with the same formula, charge and spin = 1.1226 eV

# 5
This record from OMol25 describes the ion C5H10N with charge +1. The level of theory is ωB97M-V with the def2-TZVPD basis set.

Positions of all 16 atoms, in Å:
C  -2.78527  -0.78916  -0.11165
C  -1.92429  0.15517  0.15315
C  -1.02547  1.31357  0.06354
C  -0.25327  0.14629  -0.56137
N  0.76516  -0.42718  0.29143
C  2.19396  -0.00919  -0.01612
H  -2.34770  -1.65683  -0.74554
H  -3.76539  -1.01021  0.26710
H  -1.51175  2.03651  -0.64961
H  -0.79395  1.81382  0.96462
H  -0.20517  -0.18867  -1.51066
H  0.51386  -0.21919  1.25600
H  0.87705  -1.38580  0.17184
H  2.78199  -0.34328  0.84531
H  2.61921  -0.45905  -0.93789
H  2.34295  1.06821  -0.19115

Orbital gap = 9.91 eV
Charge = +1
SMILES = C=C1C[C@H]1[NH2+]C
Energy above the lowest of the compared OMol25 structures with the same formula, charge and spin = 3.7042 eV

# 6
This record from OMol25 describes a structure of composition C5H10N2. The level of theory is ωB97M-V with the def2-TZVPD basis set.

Positions of all 17 atoms, in Å:
C  -1.45893  0.34012  0.14431
C  -1.09166  -1.07669  -0.09353
C  0.89788  -0.04470  1.11114
C  0.92275  0.91918  0.04356
C  1.21230  -0.37139  -0.80867
H  -2.24306  0.74784  -0.46808
H  -1.92878  0.51183  1.22638
H  -1.68910  -1.73176  0.57958
H  -1.01372  -1.27397  -1.21279
H  1.98407  -0.28471  1.41780
H  0.37368  0.11597  2.07804
H  1.63502  1.76294  -0.07376
H  2.17076  -0.81631  -0.98558
H  0.76761  -0.44003  -1.79842
H  -0.49536  1.56568  -1.18535
N  0.38171  -1.24846  0.17614
N  -0.42517  1.32444  -0.15079

Orbital gap = 9.43 eV
Charge = 0
Energy above the lowest of the compared OMol25 structures with the same formula, charge and spin = 3.1584 eV

Number 1: electronic energy -6827.23235 eV. Number 2: electronic energy -6826.89223 eV. Number 3: electronic energy -6823.41254 eV. Number 4: electronic energy -6829.07930 eV. Number 5: electronic energy -6826.49776 eV. Number 6: electronic energy -8324.17480 eV.